{"formula": "C34H34CrN9SSbSe4", "method": "ωB97M-V/def2-TZVPD", "lumo_energy_ev": [1.230, 1.224], "s_squared": 3.840, "relative_energy_kcal_mol": 0.00, "charge": -1, "gap_ev": [5.1, 5.1], "spin_multiplicity": 4, "e_homo_ev": [-3.881, -3.897], "symbols": ["Cr", "Se", "Sb", "Se", "Se", "Se", "S", "C", "C", "C", "C", "C", "C", "C", "C", "C", "N", "H", "H", "H", "H", "H", "H", "C", "C", "N", "C", "C", "C", "C", "C", "C", "C", "C", "N", "C", "N", "H", "H", "H", "H", "H", "H", "H", "H", "H", "C", "C", "C", "C", "N", "N", "H", "H", "H", "H", "H", "H", "H", "H", "H", "H", "H", "H", "N", "C", "C", "C", "C", "C", "C", "C", "N", "C", "C", "N", "C", "H", "H", "H", "H", "H", "H", "H"], "positions_angstrom": [[1.664452, 0.208685, 0.344888], [6.027583, 2.966731, -0.193814], [4.805730, 1.025181, -0.899597], [3.970356, -0.332951, 1.072073], [2.419488, 1.688231, -1.468652], [5.674824, -0.436186, -2.618859], [-0.101771, 3.607806, 2.676410], [1.571539, 3.581070, 3.062861], [2.239946, 2.572772, 2.438314], [1.399928, 1.763834, 1.614027], [0.106534, 2.222587, 1.656396], [-0.890103, 1.685339, 0.762056], [-2.223596, 2.102212, 0.695437], [-3.064394, 1.533778, -0.233377], [-2.570457, 0.560056, -1.096304], [-1.249877, 0.188956, -0.965913], [-0.430441, 0.706656, -0.048263], [1.970857, 4.317093, 3.743737], [3.305944, 2.414329, 2.531970], [-2.567090, 2.879243, 1.365795], [-4.096521, 1.855285, -0.302728], [-3.186354, 0.113289, -1.863799], [-0.807909, -0.541835, -1.630696], [1.178141, -3.457892, 2.825803], [1.605686, -2.482048, 1.946710], [0.935078, -1.334090, 1.773804], [-0.143264, -1.113997, 2.517990], [-0.639384, -2.029617, 3.441936], [0.028505, -3.237173, 3.570138], [-1.859509, -1.735256, 4.217954], [-2.125362, -0.658601, 4.958553], [-1.227852, 0.455359, 5.318252], [-1.743250, 1.572433, 5.964645], [-0.840386, 2.542522, 6.361577], [0.463115, 2.440958, 6.135297], [0.851968, 1.349475, 5.478075], [0.080770, 0.350048, 5.073773], [1.746568, -4.372130, 2.927087], [2.502928, -2.593936, 1.349741], [-0.645365, -0.167251, 2.375625], [-0.330014, -3.985704, 4.267297], [-2.636403, -2.492510, 4.160924], [-3.110981, -0.598203, 5.408025], [-2.802103, 1.671793, 6.161984], [-1.174776, 3.432357, 6.884799], [1.908404, 1.263881, 5.254281], [0.703280, 4.843318, -3.957089], [-0.489202, 3.933082, -3.643454], [-0.385086, 2.659010, -4.477344], [-1.800846, 4.650264, -3.940797], [-0.494708, 3.469374, -2.241267], [-0.434746, 4.470469, -1.240472], [0.743330, 5.068945, -5.024923], [1.638415, 4.356051, -3.672098], [0.636159, 5.797153, -3.428825], [-0.416972, 2.889154, -5.544031], [-1.210481, 1.986692, -4.234206], [0.552885, 2.139858, -4.264837], [-1.837429, 4.967676, -4.984927], [-1.910119, 5.541704, -3.318942], [-2.644967, 3.985625, -3.744450], [0.347913, 2.906385, -2.134593], [-1.351010, 4.883532, -1.130923], [0.242152, 5.200524, -1.447267], [-2.580262, -9.193189, -3.103458], [-1.993356, -8.221436, -2.923948], [-1.261584, -7.004851, -2.700605], [-1.023267, -6.563376, -1.401068], [-0.314305, -5.397632, -1.185158], [0.143197, -4.652871, -2.268979], [-0.094796, -5.090432, -3.567971], [-0.788176, -6.266113, -3.782452], [0.850099, -3.457442, -2.050263], [1.844780, -2.903961, -2.846561], [2.220871, -1.751363, -2.240757], [1.474696, -1.575209, -1.092006], [0.673584, -2.603303, -1.007764], [-1.380395, -7.146037, -0.563094], [-0.093897, -5.074667, -0.176473], [0.249404, -4.499082, -4.404856], [-0.976573, -6.610165, -4.790046], [2.232555, -3.407866, -3.712986], [3.006598, -1.065926, -2.523510], [-0.068884, -2.766474, -0.243804]], "atomic_forces_ev_per_a": [[-0.0839, -0.4745, -0.2605], [0.0403, -0.0313, 0.0266], [-0.0019, 0.1038, 0.0381], [0.0607, -0.0224, -0.0660], [-0.0158, -0.0217, -0.1038], [0.0201, 0.0057, -0.0225], [0.0018, -0.0001, 0.0326], [-0.0188, -0.0085, 0.0192], [-0.0310, -0.0450, 0.0273], [0.0103, 0.0156, 0.0892], [-0.0005, 0.0568, -0.0480], [-0.0195, 0.0238, 0.0230], [0.0145, 0.0380, -0.0013], [-0.0056, 0.0005, -0.0136], [-0.0176, 0.0216, -0.0068], [0.0557, -0.0059, -0.0310], [0.0408, 0.0411, -0.0603], [-0.0026, 0.0081, -0.0052], [-0.0009, 0.0018, -0.0055], [0.0039, 0.0041, -0.0132], [0.0058, -0.0040, 0.0019], [0.0009, 0.0030, 0.0013], [-0.0028, 0.0015, 0.0103], [-0.0041, -0.0078, -0.0149], [-0.0143, -0.0025, -0.0416], [0.0273, 0.2082, 0.1990], [-0.0443, -0.0416, -0.0193], [0.0189, -0.0019, 0.0032], [0.0034, -0.0104, 0.0021], [-0.0097, 0.0096, -0.0153], [-0.0015, -0.0043, 0.0044], [0.0076, -0.0057, -0.0100], [0.0025, -0.0010, 0.0073], [-0.0080, 0.0048, -0.0048], [0.0151, 0.0111, -0.0186], [-0.0082, 0.0081, -0.0070], [0.0039, -0.0045, -0.0119], [0.0040, 0.0039, 0.0029], [0.0121, 0.0058, 0.0140], [0.0199, 0.0093, 0.0276], [0.0016, 0.0009, -0.0001], [-0.0060, 0.0064, -0.0125], [0.0012, -0.0002, 0.0012], [0.0008, 0.0003, 0.0000], [0.0009, -0.0006, 0.0001], [0.0066, 0.0043, -0.0034], [0.0031, 0.0014, 0.0032], [-0.0023, -0.0004, -0.0317], [0.0007, -0.0028, -0.0061], [-0.0056, -0.0017, 0.0146], [0.0593, -0.0051, -0.1898], [-0.0364, -0.0242, 0.1229], [-0.0029, -0.0005, 0.0008], [-0.0007, -0.0015, -0.0065], [-0.0013, 0.0013, -0.0046], [0.0034, 0.0028, -0.0035], [-0.0078, 0.0016, -0.0056], [-0.0045, 0.0001, 0.0050], [-0.0018, -0.0028, -0.0028], [-0.0015, 0.0047, -0.0100], [0.0016, 0.0052, 0.0004], [-0.1244, -0.0354, 0.2786], [0.0237, 0.0051, -0.0212], [-0.0151, -0.0173, -0.0020], [-0.0010, 0.0014, 0.0046], [0.0013, -0.0036, -0.0085], [0.0001, 0.0048, 0.0015], [-0.0029, -0.0013, -0.0031], [0.0052, 0.0040, 0.0058], [0.0027, -0.0187, 0.0018], [0.0033, 0.0064, 0.0024], [-0.0036, -0.0012, 0.0001], [0.0117, 0.0269, -0.0139], [0.0127, -0.0164, 0.0218], [0.0540, -0.0199, 0.0372], [-0.0155, 0.1918, 0.0856], [-0.0073, -0.0358, 0.0203], [0.0002, 0.0001, 0.0002], [-0.0007, 0.0012, 0.0001], [-0.0002, 0.0000, -0.0009], [-0.0009, 0.0003, 0.0001], [-0.0089, 0.0045, -0.0068], [-0.0082, 0.0057, -0.0116], [-0.0130, 0.0150, -0.0124]], "mulliken_charge": [0.599, -0.694, 0.669, -0.742, -0.224, -0.681, -0.310, -0.518, -0.660, 0.767, 0.769, 0.094, -0.965, -0.742, -1.000, -0.941, 1.152, 0.483, 0.369, 0.529, 0.413, 0.471, 0.433, -1.304, -0.481, 0.895, -0.709, 0.451, -0.537, -1.120, -0.756, 1.184, -0.663, -0.261, -0.528, -0.316, -0.206, 0.487, 0.441, 0.726, 0.520, 0.404, 0.335, 0.383, 0.384, 0.545, -1.741, 1.718, -1.597, -1.928, 0.498, -0.491, 0.455, 0.304, 0.451, 0.454, 0.317, 0.325, 0.447, 0.413, 0.363, -0.698, 0.174, 0.197, -0.530, 0.065, 0.528, -0.852, -0.222, 0.672, -0.600, -0.869, 0.159, -0.697, -0.787, 1.393, -1.381, 0.437, 0.544, 0.487, 0.431, 0.496, 0.068, 0.850]}



{"formula": "C2BrClF4N2", "method": "ωB97M-V/def2-TZVPD", "lumo_energy_ev": [-0.012, -3.491], "s_squared": 2.007, "gap_ev": [9.9, 7.0], "spin_multiplicity": 3, "e_homo_ev": [-9.881, -10.455], "symbols": ["C", "C", "N", "N", "F", "F", "F", "F", "Cl", "Br"], "positions_angstrom": [[0.839007, -0.340113, -0.929485], [-1.106759, -0.184260, 1.592928], [0.421554, 0.635035, -0.025595], [-0.632339, 0.515599, 0.648078], [0.946520, -1.542750, -0.308296], [2.020419, -0.002163, -1.370160], [0.061778, -0.476844, -2.054340], [-0.560541, -1.391141, 1.772796], [-2.597117, 0.136286, 2.408572], [0.607479, 2.650351, -1.734497]], "atomic_forces_ev_per_a": [[-0.3860, -1.5973, -1.3238], [0.2936, -0.4863, -2.2018], [0.9851, 0.5627, -0.0101], [-2.4543, 0.4037, 2.2985], [-0.2554, 0.2776, -0.6314], [1.0233, 0.0573, -0.0788], [0.0890, -0.1914, 1.3784], [-0.4397, 0.4061, 1.3432], [1.1322, -0.2876, -0.5169], [0.0124, 0.8553, -0.2573]], "nbo_charge": [1.028, 0.554, -0.203, -0.205, -0.318, -0.289, -0.320, -0.285, 0.089, -0.051]}



{"formula": "C6H6", "method": "ωB97M-V/def2-TZVPD", "lumo_energy_ev": -0.433, "relative_energy_kcal_mol": 130.63, "gap_ev": 9.1, "e_homo_ev": -9.556, "symbols": ["C", "C", "C", "C", "C", "C", "H", "H", "H", "H", "H", "H"], "positions_angstrom": [[0.124763, -1.130429, 1.114242], [0.459955, 0.339777, 0.879205], [1.862539, 0.919243, -0.928624], [0.614796, 0.661567, -0.612782], [-0.501366, 0.670884, -1.501971], [-1.453039, 0.702044, -2.240645], [-0.067709, -1.311865, 2.176924], [-0.766398, -1.424413, 0.550413], [0.955928, -1.769902, 0.801123], [1.386172, 0.610572, 1.401081], [-0.326541, 0.997096, 1.266098], [-2.289100, 0.735426, -2.905063]], "atomic_forces_ev_per_a": [[-0.0278, -0.0666, -0.0146], [0.0504, 0.0150, 0.1513], [-0.6332, -0.1049, 0.1681], [0.4125, 0.1100, -0.1875], [-0.3650, 0.0251, -0.3523], [0.3858, -0.0270, 0.2953], [0.0317, 0.0411, -0.1540], [0.1225, 0.0424, 0.0757], [-0.1352, 0.0960, 0.0286], [-0.1246, -0.0493, -0.0767], [0.1261, -0.0608, -0.0741], [0.1569, -0.0209, 0.1403]], "nbo_charge": [-0.607, -0.375, 0.310, -0.454, -0.036, -0.183, 0.217, 0.216, 0.216, 0.229, 0.226, 0.242]}